1.
Below is one molecule with the formula C4H5NO, with properties calculated with ωB97M-V/def2-TZVPD.

Geometry (Å):
O (-1.8498, 1.2603, -0.4019)
C (-1.6512, 0.0725, -0.3534)
C (-0.3571, -0.5122, 0.0916)
C (0.7138, 0.5837, 0.2765)
C (1.9800, -0.0547, -0.0339)
N (2.8890, -0.7404, -0.2362)
H (-2.4104, -0.6747, -0.6547)
H (-0.0486, -1.2700, -0.6430)
H (-0.5601, -1.0872, 1.0067)
H (0.7621, 0.9578, 1.3039)
H (0.5323, 1.4648, -0.3557)

Values from the calculation:
energy above the lowest of the compared OMol25 structures with the same formula, charge and spin = 16.8 kcal/mol
net charge = 0
HOMO-LUMO gap = 0.4120 Eh
lowest unoccupied orbital energy = 0.0256 Eh

2.
Below is one molecule with the formula C4H5NO, with properties calculated with ωB97M-V/def2-TZVPD.

Geometry (Å):
C (1.1951, 0.2848, -0.3404)
C (-0.1556, 0.9000, -0.1553)
O (-1.2555, 0.2696, -0.7854)
C (-1.3003, -0.9671, -0.2287)
N (-0.4701, -1.2620, 0.6865)
C (0.3556, -0.0849, 0.8622)
H (1.3453, -0.5017, -1.0741)
H (2.0298, 0.9744, -0.2376)
H (-0.2870, 1.9639, -0.0016)
H (-2.0841, -1.6128, -0.6116)
H (0.6403, 0.1435, 1.8843)

Values from the calculation:
energy above the lowest of the compared OMol25 structures with the same formula, charge and spin = 33.7 kcal/mol
net charge = 0
HOMO-LUMO gap = 0.3894 Eh
lowest unoccupied orbital energy = 0.0392 Eh

3.
Below is one molecule with the formula C4H5NO, with properties calculated with ωB97M-V/def2-TZVPD.

Geometry (Å):
C (0.9134, -0.6457, -0.7101)
C (-0.2908, 0.0199, -0.1036)
C (-0.2189, 1.1031, 0.8865)
O (-0.6283, 1.3125, -0.4617)
C (-1.6477, -0.9856, -0.4979)
N (-1.5173, -1.0932, 0.6866)
H (0.7104, -0.9063, -1.7515)
H (1.7661, 0.0390, -0.6651)
H (1.1519, -1.5582, -0.1570)
H (-0.9968, 1.1998, 1.6384)
H (0.7581, 1.5148, 1.1355)

Values from the calculation:
energy above the lowest of the compared OMol25 structures with the same formula, charge and spin = 90.7 kcal/mol
net charge = 0
HOMO-LUMO gap = 0.4383 Eh
lowest unoccupied orbital energy = 0.0352 Eh

4.
Below is one molecule with the formula C4H5NO, with properties calculated with ωB97M-V/def2-TZVPD.

Geometry (Å):
O (-2.5390, 0.3037, -0.4966)
C (-1.3499, 0.1555, -0.2759)
N (-0.6098, 0.4174, 0.8738)
C (0.8109, 0.1284, 0.7722)
C (0.9043, -0.3714, -0.6299)
C (-0.2912, -0.3374, -1.2176)
H (-0.8463, 0.5884, 1.8215)
H (1.2262, -0.6044, 1.5015)
H (1.3880, 1.0517, 0.9462)
H (1.8345, -0.7087, -1.0647)
H (-0.5277, -0.6233, -2.2305)

Values from the calculation:
energy above the lowest of the compared OMol25 structures with the same formula, charge and spin = 5.2 kcal/mol
net charge = 0
HOMO-LUMO gap = 0.3918 Eh
lowest unoccupied orbital energy = 0.0319 Eh

5.
Below is one molecule with the formula C4H5NO, with properties calculated with ωB97M-V/def2-TZVPD.

Geometry (Å):
O (-1.3292, -1.7887, -0.1309)
C (-0.5390, -0.6860, -0.0093)
C (-1.0256, 0.5832, -0.0985)
N (0.0368, 1.4577, -0.0519)
C (1.2139, 0.7201, 0.1316)
C (0.8612, -0.6086, 0.1736)
H (-0.7554, -2.5599, -0.1463)
H (-2.0631, 0.8805, -0.1407)
H (-0.1986, 2.4404, 0.0424)
H (2.2491, 0.9984, -0.0682)
H (1.5498, -1.4372, 0.2982)

Values from the calculation:
energy above the lowest of the compared OMol25 structures with the same formula, charge and spin = 17.4 kcal/mol
net charge = 0
HOMO-LUMO gap = 0.3267 Eh
lowest unoccupied orbital energy = 0.0377 Eh

6.
Below is one molecule with the formula C4H5NO, with properties calculated with ωB97M-V/def2-TZVPD.

Geometry (Å):
N (-2.9711, -0.4697, -0.0496)
C (-1.9537, -0.0097, 0.2505)
C (-0.6488, 0.5436, 0.6251)
C (0.4816, -0.4041, 0.2749)
C (1.2686, -0.2141, -0.9402)
O (1.7692, 0.1741, 0.3344)
H (-0.6427, 0.7441, 1.7020)
H (-0.4962, 1.4993, 0.1133)
H (0.4047, -1.4056, 0.7004)
H (1.7681, -1.0655, -1.3989)
H (1.0202, 0.6076, -1.6118)

Values from the calculation:
energy above the lowest of the compared OMol25 structures with the same formula, charge and spin = 35.8 kcal/mol
net charge = 0
HOMO-LUMO gap = 0.4357 Eh
lowest unoccupied orbital energy = 0.0313 Eh

Number 1: HOMO level -10.51 eV. Number 2: HOMO level -9.53 eV. Number 3: HOMO level -10.97 eV. Number 4: HOMO level -9.79 eV. Number 5: HOMO level -7.86 eV. Number 6: HOMO level -11.01 eV.